Record 1
Density functional theory data (ωB97M-V/def2-TZVPD) for a single C4H12BrN2OP molecule at a distorted geometry.

```
21
Properties=species:S:1:pos:R:3:forces:R:3:mulliken_charge:R:1
C -1.199720 1.584233 -0.777924 -0.751 -1.977 -1.772 -1.301
N -0.034955 0.897142 -1.241824 -0.366 -1.154 -1.791 0.123
C -0.457698 0.137275 -2.454756 -0.733 1.168 0.418 -0.898
P 1.069453 0.683646 -0.064568 -0.768 -5.830 -1.763 0.761
O 1.367984 1.858680 0.637626 1.261 4.012 2.598 -0.706
Br 2.699787 -0.179439 -1.343813 0.100 0.142 0.345 -0.307
N 0.617697 -0.595624 1.013751 0.490 0.689 -1.017 0.109
C 1.147787 -0.545852 2.417130 -1.059 0.995 -0.899 -0.961
C 0.542373 -1.953006 0.491548 2.045 -1.586 -0.140 -0.952
H -0.987341 1.937347 0.124028 0.468 2.010 3.886 0.458
H -1.513858 2.350168 -1.426553 -0.330 1.046 -0.953 0.395
H -1.968084 0.837953 -0.676023 -0.864 -0.094 0.128 0.378
H -0.867189 0.937312 -3.138012 1.062 -1.018 0.053 0.302
H 0.211724 -0.603136 -2.848610 0.914 0.459 -0.393 0.339
H -1.350386 -0.450549 -2.260406 -0.330 -0.151 0.627 0.320
H 0.835239 0.484293 2.738703 0.685 -1.216 0.387 0.294
H 0.654261 -1.356757 2.961754 -0.217 0.437 0.098 0.386
H 2.223854 -0.740429 2.521804 -0.069 0.342 -0.342 0.336
H 1.497890 -2.483170 0.882539 -1.679 0.289 -0.458 0.351
H -0.362140 -2.536447 0.711736 0.159 0.453 0.689 0.261
H 0.645160 -2.121419 -0.597632 -0.017 0.983 0.300 0.311
```
Forces are in eV/Å.

Results
Gap between HOMO and LUMO (Ha): 0.3682
E_tot (Ha): -3259.7527
SMILES string: CN(C)P(=O)(Br)N(C)C


Record 2
Density functional theory data (ωB97M-V/def2-TZVPD) for a molecular structure, C48H85Br20N3O8PS at a distorted geometry.

```
166
Properties=species:S:1:pos:R:3:forces:R:3:mulliken_charge:R:1
C 10.010468 -1.235204 0.731196 0.034 -0.180 1.141 -1.076
C 8.920214 -0.211547 1.361230 0.665 -0.140 -0.905 0.537
C 8.457209 0.944491 0.338437 -0.305 -0.139 0.288 -0.379
C 7.008616 0.667120 -0.338397 0.929 0.332 -0.102 0.874
C 6.002189 1.919912 -0.246497 -0.536 -1.008 -0.718 -0.157
C 4.465717 1.368749 -0.227070 0.793 0.471 -0.521 -0.169
C 3.450177 2.533815 -0.696657 -0.166 -1.267 0.005 -0.585
C 1.931485 2.268697 -0.228154 0.089 0.431 -0.032 -0.364
C 0.947246 1.873098 -1.472893 0.223 0.266 2.149 -0.892
C -0.305767 1.045601 -0.818230 0.805 0.910 -1.226 0.316
C -0.034310 -0.510044 -1.100988 1.943 1.388 0.286 -1.447
N -1.064889 -1.449450 -0.570547 -1.655 0.994 1.707 0.680
C -1.815216 -0.919491 0.556963 -1.226 0.228 -1.194 -1.375
N -1.271023 -0.870072 1.793645 0.932 -1.711 -1.211 0.777
S 0.376774 -1.421491 2.121985 0.879 0.436 -0.558 -0.313
O -1.947698 -0.402104 2.881247 -1.575 -0.251 0.126 -0.275
C -2.601295 -1.473325 3.594300 -2.267 -3.567 2.954 0.623
O -2.062389 -2.530173 3.992729 -0.845 4.244 -2.357 -0.595
C -4.143638 -1.249856 3.950492 -2.406 1.042 0.448 0.573
C -4.874264 -2.298967 4.836269 -2.643 2.732 -0.853 -0.651
C -6.392187 -2.089575 5.174113 1.278 2.128 -1.811 -0.477
C -7.232295 -0.879145 4.653274 4.607 -0.590 -1.124 0.024
C -6.480598 0.172363 3.785428 1.706 -3.109 1.366 -0.458
C -4.957505 -0.013939 3.456387 -2.026 -1.864 1.655 0.166
N -3.207437 -0.502859 0.278198 3.082 -1.754 0.844 0.337
C -3.954802 -1.833070 0.147012 -0.018 -0.529 -0.689 0.376
C -5.399117 -1.480277 -0.394194 -2.432 -1.490 1.822 0.385
C -6.585865 -2.349237 0.501964 2.540 -2.529 1.525 0.084
C -6.094560 -3.881998 0.995827 -1.581 3.742 3.465 -0.480
O -6.262978 -2.599352 1.956515 -1.695 0.578 -4.182 -0.129
C -3.173121 -2.844442 -0.869350 0.499 1.463 -0.693 0.188
P -2.747767 -4.513547 -0.098885 -2.049 -4.865 -1.336 0.519
O -3.856468 -5.503549 -0.545081 2.875 3.198 1.629 -0.730
O -1.287103 -5.167261 -0.764598 -2.045 2.178 0.521 -0.440
O -2.543146 -4.488330 1.585572 1.064 0.646 -3.026 -0.410
C -1.904955 -2.110185 -1.597094 -1.572 -0.433 -0.051 -0.787
C -2.526535 -1.180154 -2.739214 -1.153 -0.957 -1.188 0.141
C -2.735084 -2.143701 -4.052009 0.570 -0.119 0.631 -0.300
C -4.111750 -1.883408 -4.806319 1.184 0.911 -3.104 0.319
O -4.125295 -1.416615 -6.001213 1.762 -3.178 5.642 -0.587
O -5.363983 -2.178828 -4.121718 6.278 -3.413 3.689 -0.372
H 10.626925 -1.646778 1.621164 -0.898 0.548 -1.477 0.329
H 10.759635 -0.727596 0.028568 -1.256 -0.740 0.848 0.289
H 9.504397 -2.150367 0.259541 0.800 1.489 0.322 0.243
H 8.016966 -0.847270 1.653069 1.314 1.133 -0.043 -0.612
H 9.425207 0.280175 2.260571 -0.975 -0.758 -1.040 0.312
H 8.370484 1.938352 0.898791 0.280 -1.327 -0.718 0.085
H 9.285079 1.053636 -0.444987 -1.276 0.021 0.960 0.176
H 6.589543 -0.284148 0.147650 0.301 1.406 -0.665 -0.767
H 7.186693 0.464422 -1.449559 -0.422 0.029 1.491 0.036
H 6.134066 2.508614 -1.233857 -0.215 -0.644 1.730 0.232
H 6.225410 2.602375 0.643032 -0.348 -0.995 -1.162 -0.162
H 4.450826 0.503244 -0.988315 -0.184 1.184 1.120 0.189
H 4.199947 0.916978 0.795878 0.374 0.756 -1.336 0.040
H 3.832088 3.531471 -0.293386 -0.605 -1.377 -0.835 0.086
H 3.438195 2.492901 -1.854752 0.245 0.539 1.875 0.529
H 1.577842 3.242786 0.291104 0.180 -1.573 -0.960 0.264
H 1.833787 1.451415 0.587973 0.487 1.086 -1.315 0.147
H 0.603546 2.872583 -1.919431 0.456 -1.786 0.246 0.304
H 1.537755 1.215670 -2.195603 -0.900 1.038 0.744 0.423
H -0.300761 1.336107 0.292849 -0.298 -0.685 -1.555 0.156
H -1.242459 1.463521 -1.329533 0.987 -1.050 0.927 0.293
H 0.974792 -0.779152 -0.608515 -1.447 0.420 -0.790 0.301
H 0.140966 -0.609960 -2.239368 -0.695 -0.291 1.911 0.547
H 0.355531 -2.410169 3.099075 -1.141 0.722 -0.603 0.214
H -4.384781 -3.226882 5.273830 -0.473 1.553 -0.857 0.350
H -6.960214 -2.844178 5.833603 1.280 1.235 -1.211 0.302
H -8.347030 -0.799375 4.907096 2.200 -0.139 -0.556 -0.013
H -7.062367 1.072197 3.385588 1.146 -1.463 0.600 0.219
H -4.483176 0.816622 2.831294 -0.554 -1.362 1.048 0.054
H -3.603730 0.065007 1.042599 0.214 -0.489 -0.191 -0.130
H -3.882470 -2.315386 1.176654 -0.980 0.607 -1.239 0.340
H -5.639331 -0.375190 -0.233358 0.729 -2.076 -0.522 -0.977
H -5.631962 -1.822503 -1.462068 0.766 0.623 1.451 -0.054
H -7.732131 -2.220571 0.167110 2.834 -0.337 0.995 0.300
H -6.927267 -4.552761 1.417602 1.446 0.693 -1.427 0.380
H -5.071658 -4.039620 1.461221 -1.053 -0.662 -2.089 0.074
H -3.906279 -3.067925 -1.737924 1.219 -0.159 1.607 0.412
H -1.475973 -5.208993 -1.739241 0.201 -0.270 1.190 0.339
H -1.595495 -4.334883 1.824526 -0.859 -0.155 -0.087 0.312
H -1.279567 -2.947814 -2.075313 -0.605 1.513 0.683 0.393
H -3.597206 -0.834703 -2.464568 2.045 -0.153 -0.065 -0.284
H -1.877865 -0.318641 -3.101232 -0.931 -1.024 0.910 0.548
H -2.652864 -3.244404 -3.710041 -0.553 1.624 -0.631 0.324
H -1.801224 -1.955435 -4.702373 -1.958 -0.338 0.469 0.377
H -5.692507 -1.362551 -3.670238 0.657 -0.842 -0.308 0.215
Br 5.929455 6.952019 -0.983076 -0.075 -0.121 -0.007 -0.114
C 6.928214 6.002099 0.396521 0.106 0.377 -0.117 1.050
C 8.400557 5.960054 0.076108 0.128 -0.184 0.069 0.015
Br 8.783628 4.636901 -1.304633 0.025 0.064 0.005 -0.147
H 6.480383 5.015295 0.490209 0.337 0.129 -0.214 -0.962
H 6.749573 6.566047 1.314890 0.118 -0.166 -0.276 -0.184
H 8.973626 5.635712 0.946143 -0.150 0.058 -0.041 -0.201
H 8.794028 6.913272 -0.277257 -0.149 -0.116 0.038 0.443
Br 7.468961 7.232760 3.713637 0.057 -0.038 0.233 -0.112
C 8.465835 6.278823 5.091392 -0.098 0.225 0.110 -0.438
C 9.939301 6.235416 4.771603 0.135 -0.236 0.036 -0.617
Br 10.324241 4.916400 3.388242 0.000 0.081 0.020 -0.141
H 8.014596 5.290687 5.184077 0.149 0.091 -0.080 0.244
H 8.288852 6.841705 6.009648 0.083 -0.046 -0.102 0.343
H 10.511611 5.908859 5.641514 -0.122 0.037 -0.060 0.361
H 10.333330 7.189013 4.420377 -0.153 -0.118 0.049 0.376
Br -6.249118 -0.845605 -5.535882 -6.708 6.220 -4.699 -0.032
C -7.919374 -0.024277 -4.928254 -0.073 -0.266 -0.587 -0.732
C -8.550805 0.813646 -6.014186 -0.345 0.240 0.356 -0.133
Br -7.627702 2.519435 -6.216104 0.012 -0.074 -0.050 -0.169
H -7.684786 0.543789 -4.026971 -0.116 0.067 -0.170 0.387
H -8.568548 -0.863017 -4.666001 -0.111 0.173 -0.054 0.399
H -9.576528 1.076541 -5.751202 0.144 0.013 -0.073 0.243
H -8.544406 0.330989 -6.991201 0.040 0.020 0.194 0.054
Br 3.154297 -2.969627 1.970268 -0.012 -0.096 -0.115 -0.039
C 5.055142 -2.959178 1.538198 0.259 -0.223 -0.015 0.160
C 5.896667 -2.779232 2.775701 0.128 0.289 0.058 -0.690
Br 5.877068 -0.922141 3.364936 -0.240 -0.216 0.135 -0.070
H 5.208490 -2.176807 0.794702 -0.036 -0.054 0.169 -0.260
H 5.245451 -3.931326 1.080092 -0.117 0.101 0.042 0.087
H 6.944454 -3.000341 2.563323 -0.121 -0.025 -0.088 0.404
H 5.566236 -3.386865 3.618235 -0.006 0.044 -0.190 0.481
Br -11.770854 0.577271 -7.570732 -0.042 0.039 -0.118 -0.123
C -11.666060 0.468385 -9.514167 -0.262 -0.013 0.071 -0.573
C -11.064883 -0.842244 -9.957036 0.193 0.001 -0.210 -0.567
Br -9.130260 -0.850896 -9.714627 -0.083 -0.057 0.066 -0.137
H -11.102830 1.338177 -9.851762 -0.008 -0.194 0.040 0.372
H -12.698088 0.553332 -9.859007 0.123 -0.062 0.017 0.340
H -11.217236 -0.992605 -11.027133 -0.023 0.075 0.118 0.334
H -11.457069 -1.702356 -9.414538 0.016 0.200 -0.026 0.370
Br 4.620266 4.725410 2.069831 -0.365 -0.205 0.438 0.010
C 3.821726 3.327843 3.165298 -0.214 0.285 -0.066 -0.314
C 4.529167 3.196679 4.491277 0.043 -0.279 0.108 -0.627
Br 6.231668 2.268512 4.292980 0.041 0.329 0.031 -0.147
H 3.840872 2.412718 2.572330 0.080 0.070 0.140 -0.021
H 2.785527 3.638068 3.313316 0.108 -0.052 0.062 0.412
H 3.945080 2.579933 5.176627 0.027 0.057 -0.108 0.382
H 4.744531 4.154208 4.965634 -0.077 -0.088 -0.175 0.437
Br 4.438979 -6.377616 -0.194763 -0.108 0.026 -0.033 -0.131
C 3.551347 -6.004368 -1.889515 0.104 -0.244 0.048 -0.469
C 4.415397 -5.149553 -2.783564 -0.142 0.157 -0.156 -0.607
Br 4.401428 -3.285819 -2.209575 0.074 -0.024 0.025 -0.090
H 2.590501 -5.547630 -1.652021 0.178 0.019 -0.052 0.240
H 3.381363 -6.983111 -2.341730 0.060 0.126 0.005 0.353
H 4.020310 -5.135421 -3.800755 0.012 -0.040 0.126 0.343
H 5.457851 -5.466736 -2.808386 -0.179 0.008 0.078 0.375
Br -6.377544 1.577282 0.325620 -0.177 0.715 0.278 0.002
C -6.113161 3.378261 1.023615 -0.241 0.112 -0.178 -0.695
C -4.829201 3.977911 0.507681 0.095 0.148 0.108 -0.628
Br -3.281266 3.237380 1.436101 0.017 -0.116 -0.083 -0.126
H -6.151388 3.307856 2.110846 0.095 0.023 -0.150 0.375
H -6.973643 3.949568 0.670884 0.140 -0.025 0.011 0.442
H -4.796396 5.049520 0.710889 -0.044 -0.132 0.019 0.415
H -4.671416 3.809907 -0.557615 -0.092 -0.028 0.169 0.384
Br -10.085713 0.105273 6.223633 -0.407 0.103 0.242 -0.106
C -10.897095 -1.323225 7.274230 -0.216 0.171 0.022 -0.604
C -10.211763 -1.477776 8.608923 0.058 -0.254 0.092 -0.548
Br -8.502761 -2.397464 8.424444 -0.037 0.127 0.029 -0.115
H -10.863557 -2.225589 6.664040 0.059 0.108 0.151 0.387
H -11.936798 -1.020111 7.409401 0.130 -0.030 0.030 0.340
H -10.803429 -2.109528 9.273444 0.010 0.073 -0.129 0.339
H -10.009560 -0.527641 9.103180 -0.051 -0.109 -0.158 0.381
Br 8.085185 -1.555651 -3.729285 -0.060 0.058 -0.060 -0.121
C 9.319299 -0.706000 -4.976659 0.089 -0.266 0.070 -0.563
C 10.151144 0.350943 -4.292531 0.034 0.270 -0.129 -0.572
Br 9.122072 1.979838 -3.992076 0.012 -0.108 0.103 -0.121
H 8.721308 -0.317944 -5.800972 0.109 0.036 0.166 0.356
H 9.953337 -1.515410 -5.342967 -0.021 0.126 0.058 0.337
H 10.983436 0.655587 -4.929289 -0.106 -0.088 0.028 0.376
H 10.537778 0.036182 -3.323078 -0.121 -0.040 -0.154 0.292
```
Forces are in eV/Å.

Results
Gap between HOMO and LUMO (Ha): 0.2343
Charge: +1
E_tot (Ha): -54865.1806


Record 3
Density functional theory data (ωB97M-V/def2-TZVPD) for 2 unconnected molecules or ions with the total composition C7H14NOS at a distorted geometry.

```
24
Properties=species:S:1:pos:R:3:forces:R:3:mulliken_charge:R:1
C -2.518521 -0.380603 0.158374 4.124 0.550 -2.608 -0.150
C 2.821776 1.553529 1.246872 -0.974 1.632 0.588 -0.312
C 2.257850 2.910881 1.830599 2.529 0.412 0.672 -0.493
C 1.700395 1.710167 2.197613 -0.286 -2.812 -1.193 -0.296
C -0.509714 -0.405920 -2.564022 0.322 1.591 -1.163 -1.081
C -0.722392 -2.263680 -1.023052 0.575 0.010 1.018 -1.436
C -0.466752 -0.751297 -1.094623 1.660 -0.942 -0.555 0.401
N -1.303986 0.064394 -0.244090 -4.290 -1.903 1.690 0.217
O 0.428831 1.849704 -0.619472 2.442 0.745 -2.436 -0.386
S -0.639986 1.616751 0.273540 -1.871 -0.131 2.717 0.392
H -3.104332 0.163936 0.803279 -1.038 1.540 1.457 0.303
H -2.956293 -1.263087 -0.284846 0.380 -0.170 0.138 0.205
H 2.529817 1.493462 0.205837 0.326 -0.286 -0.199 0.202
H 3.815980 1.256317 1.594477 -0.548 -0.271 -0.268 0.304
H 2.879782 3.440016 2.526984 0.206 0.105 0.727 0.257
H 1.877144 3.615266 1.187152 -1.292 1.157 -1.825 0.221
H 1.440373 1.043416 2.961274 -0.535 -0.091 1.377 0.369
H -0.316874 0.676909 -2.880136 0.301 -1.499 0.817 0.321
H 0.266425 -1.112721 -2.957015 -0.947 1.043 -0.463 0.340
H -1.520393 -0.562534 -2.973090 0.376 -0.625 0.049 0.319
H -0.122810 -2.720992 -1.841803 -0.753 0.077 0.752 0.413
H -1.776986 -2.520884 -1.059428 0.101 -0.239 -0.598 0.382
H -0.354867 -2.632303 -0.051060 -0.081 -0.092 -0.366 0.388
H 0.572241 -0.607061 -0.709187 -0.725 0.199 -0.328 0.120
```
Forces are in eV/Å.

Results
Gap between HOMO and LUMO (alpha / beta) (Ha): 0.2085 / 0.2846
Charge: +1
E_tot (Ha): -802.8285